The following is a quantum chemistry calculation of a structure of composition C20H26LiO12S, from the OMol25 dataset.

Summary:
total charge: -1
multiplicity: 1
orbital gap: 5.569 eV
ΔE to the lowest compared entry with this formula, charge and spin: 64.07 kcal/mol
electronic energy: -2086.181715 Ha

Last column: Mulliken charge in e.
Cartesian coordinates (Å):
Li 0.05838 -0.99333 0.32018  0.626
S -2.08762 -1.18333 -1.79282  1.278
O -0.99562 -0.91333 -2.63182  -0.798
O -1.67862 -1.04833 -0.41382  -0.583
O -3.11362 -0.11333 -2.03382  -0.871
O -2.66562 -2.45633 -2.11482  -0.812
C 0.09738 -3.70733 1.24118  -0.569
O 1.22238 -2.74933 1.10918  -0.515
H -0.89762 -3.19133 1.37918  0.137
H 0.39538 -4.13833 2.24218  0.399
H 0.18638 -4.64533 0.71318  0.299
H 2.02238 -3.30733 1.59918  0.328
C 0.13238 -0.36033 3.25318  -1.168
O -0.20262 0.19467 2.00918  -0.084
H -0.03062 0.12667 4.11818  0.535
H 1.13338 -0.49933 3.33518  0.445
H -0.44962 -1.27533 3.58618  0.269
H -0.12362 1.03367 2.07118  0.085
C -4.72262 -0.95233 3.27218  -0.770
C -5.16462 0.21067 4.02118  -0.606
C -4.97462 1.47367 3.43418  0.980
C -4.42562 1.64767 2.14418  -1.088
C -3.69662 0.45967 1.70318  0.371
C -3.81662 -0.78733 2.24518  0.174
O -3.08362 -1.83533 1.81818  -0.467
O -5.54162 2.52867 4.10418  -0.578
H -4.80862 -1.88033 3.68518  0.480
H -5.63762 0.02867 4.95518  0.438
H -4.33062 2.56467 1.52318  0.262
H -3.07462 0.58267 0.74118  0.185
H -2.70662 -1.64233 1.02118  0.270
H -5.64062 3.29067 3.43718  0.315
C 3.42138 -0.19733 -4.83482  -1.030
C 2.27438 -0.42133 -3.91282  -0.118
C 2.30238 -1.58933 -3.05982  0.199
C 3.25838 -2.55433 -3.19882  -0.223
C 4.30738 -2.42133 -4.14082  -0.630
C 4.36938 -1.22633 -4.92282  0.849
O 5.34338 -1.12233 -5.75782  -0.563
O 1.26538 -1.90633 -2.09082  -0.342
H 3.18838 0.57967 -5.45182  0.440
H 1.48338 0.36167 -3.85182  0.386
H 3.18738 -3.52533 -2.54282  0.220
H 5.27438 -2.85633 -3.98882  0.247
H 6.11338 -1.75133 -5.99082  0.339
H 0.52138 -1.44233 -2.16482  0.307
C 2.51838 2.96267 1.04518  -0.762
C 1.84038 1.80767 0.49918  -0.505
C 0.86138 1.96567 -0.51782  -0.141
C 0.56738 3.25867 -1.01982  -0.803
C 1.34638 4.42067 -0.52082  -0.495
C 2.40238 4.24067 0.41218  0.557
O 2.95638 5.31267 0.90518  -0.579
O 0.24638 0.90767 -1.01682  0.218
H 3.16738 2.80667 1.87518  0.336
H 2.03538 0.88267 0.94318  0.724
H 0.00038 3.35567 -1.76782  0.867
H 1.12938 5.47867 -1.03382  0.217
H 3.32138 5.34167 1.81718  0.323
H -0.08162 0.86867 -1.80682  0.000